(1)
Entry from the OMol25 dataset: a single C3H3NO2 molecule at a distorted geometry (ωB97M-V/def2-TZVPD).

```
9
Properties=species:S:1:pos:R:3
N 0.84 -1.87 1.83
C 0.62 -0.99 1.14
C 0.26 -0.02 0.19
O 0.78 1.42 0.67
C -0.90 -0.15 -0.66
O 0.41 -0.05 -1.18
H 0.84 2.10 -0.05
H -1.34 -1.17 -0.92
H -1.51 0.73 -1.03
```

Values from the calculation:
LUMO = 0.60 eV
Frontier orbital gap = 11.824 eV
SMILES = N#C[C@]1(O)CO1
Relative energy (zero: lowest compared OMol25 entry of this formula, charge and spin) = 85.31 kcal/mol
HOMO energy = -11.224 eV



(2)
Entry from the OMol25 dataset: 2 unconnected molecules or ions with the total composition CH3ClO3S at a distorted geometry (ωB97M-V/def2-TZVPD).

```
9
Properties=species:S:1:pos:R:3
C 2.00 0.83 0.51
O -1.34 -1.73 -0.01
O -0.70 0.30 -1.13
O 0.98 0.72 1.15
S -1.34 -0.13 0.06
Cl -3.53 0.34 -0.07
H 3.09 0.84 0.95
H 1.89 0.86 -0.66
H -1.05 -2.02 -0.80
```

Values from the calculation:
LUMO = -0.04 eV
Frontier orbital gap = 10.234 eV
Relative energy (zero: lowest compared OMol25 entry of this formula, charge and spin) = 16.87 kcal/mol
HOMO energy = -10.270 eV



(3)
Entry from the OMol25 dataset: a gas-phase ion, C6H10NO2 (charge +1) at a distorted geometry (ωB97M-V/def2-TZVPD).

```
19
Properties=species:S:1:pos:R:3
C -1.70 1.70 0.07
N -0.84 0.53 -0.10
C -1.33 -0.63 0.30
C -0.66 -1.90 0.06
C 0.59 -2.06 -0.39
C 1.60 -1.02 -0.65
C 1.71 0.21 -0.03
O 1.27 0.61 1.17
O 2.56 1.17 -0.48
H -1.29 2.62 -0.49
H -2.72 1.54 -0.32
H -1.68 1.96 1.20
H -0.08 0.64 -0.84
H -2.29 -0.55 0.82
H -1.30 -2.71 0.32
H 0.83 -2.91 -1.03
H 2.19 -1.20 -1.47
H 0.59 0.12 1.71
H 2.54 1.86 0.14
```

Values from the calculation:
LUMO (alpha / beta) = -5.30 / -5.30 eV
Frontier orbital gap (alpha / beta) = 7.725 / 7.726 eV
SMILES = C/[NH+]=C/C=C\C=C(O)O
Relative energy (zero: lowest compared OMol25 entry of this formula, charge and spin) = 20.43 kcal/mol
Net charge = +1
HOMO energy (alpha / beta) = -13.022 / -13.023 eV



(4)
Entry from the OMol25 dataset: a single C5H11P molecule at a distorted geometry (ωB97M-V/def2-TZVPD).

```
17
Properties=species:S:1:pos:R:3
C -2.30 -0.54 -0.24
P -1.38 0.95 0.39
C 0.38 0.25 0.27
C 0.57 -1.20 0.83
C 1.29 0.48 -0.90
C 1.51 1.27 0.31
H -2.37 -1.46 0.52
H -1.85 -0.95 -1.13
H -3.40 -0.38 -0.63
H -1.48 1.69 -0.82
H -0.22 -1.32 1.70
H 1.65 -1.25 1.34
H 0.57 -1.98 0.08
H 1.12 1.20 -1.67
H 2.15 -0.17 -1.18
H 2.44 0.98 0.81
H 1.31 2.41 0.32
```

Values from the calculation:
LUMO = 1.04 eV
Frontier orbital gap = 9.869 eV
SMILES = CPC1(C)CC1
Relative energy (zero: lowest compared OMol25 entry of this formula, charge and spin) = 37.38 kcal/mol
HOMO energy = -8.834 eV



(5)
Entry from the OMol25 dataset: a single C12H19OP molecule at a distorted geometry (ωB97M-V/def2-TZVPD).

```
33
Properties=species:S:1:pos:R:3
C -3.18 0.38 0.75
C -2.88 0.44 -0.54
C 1.81 1.62 0.60
C 2.01 -2.00 0.89
C 0.83 -2.15 -0.08
C 3.14 -0.29 -0.85
C 2.98 -0.87 0.55
C -0.09 -1.00 -0.11
C 2.54 0.48 0.24
C -4.39 -0.29 1.30
C 1.66 2.63 -0.53
C -1.66 1.12 -1.07
O 1.34 1.82 1.72
P -0.35 -0.09 -1.59
H -2.54 0.86 1.48
H -3.51 -0.04 -1.27
H 1.63 -1.82 1.90
H 2.57 -2.95 0.91
H 1.19 -2.38 -1.09
H 0.27 -3.03 0.27
H 4.13 -0.04 -1.19
H 2.49 -0.62 -1.65
H 3.89 -0.97 1.13
H -0.34 -0.53 0.83
H -5.04 -0.65 0.50
H -4.96 0.40 1.92
H -4.10 -1.14 1.93
H 1.28 2.13 -1.43
H 2.63 3.07 -0.77
H 0.97 3.42 -0.23
H -1.21 1.76 -0.32
H -1.90 1.72 -1.95
H -1.19 -1.01 -2.26
```

Values from the calculation:
LUMO (alpha / beta) = 0.12 / -0.92 eV
Frontier orbital gap (alpha / beta) = 8.602 / 6.500 eV
Relative energy (zero: lowest compared OMol25 entry of this formula, charge and spin) = 83.49 kcal/mol
HOMO energy (alpha / beta) = -8.480 / -7.417 eV



(6)
Entry from the OMol25 dataset: a molecular structure, C24H47AlBBr4ClF4IMgN2O8PS2 at a distorted geometry (ωB97M-V/def2-TZVPD).

```
97
Properties=species:S:1:pos:R:3
C 1.42 4.37 6.57
C 2.34 4.10 5.66
N 2.49 4.74 4.37
C 2.42 6.17 4.55
S 3.69 6.73 5.74
C 2.57 6.84 3.18
P 4.06 6.30 2.19
O 5.16 5.88 3.05
N 1.23 6.65 2.49
C 1.27 7.35 1.18
C -0.07 7.87 0.60
C 0.02 9.39 0.40
I -1.86 7.39 1.65
C 0.74 5.21 2.52
S 0.31 4.53 0.91
C 1.66 4.19 3.28
C 0.91 2.92 3.63
C 1.88 1.71 3.73
C 1.55 0.56 2.76
C 2.50 0.50 1.54
C 1.92 1.11 0.28
O 0.79 0.38 -0.18
C -0.48 0.92 0.11
C -1.40 -0.28 0.20
H 1.35 3.84 7.50
H 0.70 5.17 6.42
H 3.03 3.30 5.87
H 1.47 6.54 4.95
H 4.14 7.85 5.15
H 2.70 7.91 3.38
H 3.66 5.21 1.38
H 4.45 7.34 1.32
H 0.61 7.20 3.09
H 1.88 8.24 1.33
H 1.80 6.80 0.42
H -0.16 7.46 -0.40
H -0.92 9.80 0.06
H 0.43 9.90 1.27
H 0.72 9.54 -0.42
H -0.21 5.21 3.05
H 1.49 4.48 0.26
H 2.37 3.86 2.51
H 0.22 2.66 2.83
H 0.29 3.03 4.51
H 2.87 2.08 3.47
H 1.91 1.31 4.74
H 0.52 0.53 2.48
H 1.73 -0.37 3.32
H 3.47 0.94 1.76
H 2.67 -0.56 1.32
H 1.73 2.17 0.44
H 2.67 1.06 -0.51
H -0.54 1.50 1.03
H -0.85 1.58 -0.69
H -2.45 -0.05 0.02
H -1.06 -0.95 -0.59
H -1.24 -0.83 1.13
Br -0.27 -1.37 3.73
Br -2.11 -3.88 -0.69
C -2.23 -4.12 -2.61
C -1.00 -3.52 -3.24
Br -1.22 -1.56 -3.23
H -3.15 -3.65 -2.95
H -2.29 -5.19 -2.79
H -0.90 -3.80 -4.29
H -0.09 -3.77 -2.72
O -0.89 -7.18 -4.96
C -2.02 -7.56 -5.11
O -2.89 -7.62 -4.10
C -4.14 -8.22 -4.55
C -4.15 -8.02 -6.05
C -2.65 -8.07 -6.39
H -4.13 -9.27 -4.27
H -4.97 -7.74 -4.06
H -4.75 -8.75 -6.58
H -4.54 -7.03 -6.29
H -2.31 -9.09 -6.57
H -2.39 -7.43 -7.23
C -0.93 -7.58 -1.09
O -0.06 -7.70 -2.19
H -0.33 -7.50 -0.18
H -1.54 -6.68 -1.19
H -1.59 -8.46 -1.03
H -0.60 -7.77 -2.99
Mg -1.90 -9.52 0.26
C -6.80 -10.62 -4.03
O -8.03 -11.06 -3.79
O -6.49 -9.64 -4.68
O -5.73 -11.27 -3.53
Al 1.37 -1.04 -4.19
Cl -7.49 -12.80 -4.52
B 4.42 2.02 -2.64
F 4.33 1.65 -1.29
F 5.35 3.04 -2.80
F 4.81 0.89 -3.41
F 3.14 2.46 -3.09
Br -5.44 -10.90 -1.48
```

Values from the calculation:
LUMO = -3.07 eV
Frontier orbital gap = 2.373 eV
HOMO energy = -5.441 eV



(7)
Entry from the OMol25 dataset: a single C2HClN2S molecule at a distorted geometry (ωB97M-V/def2-TZVPD).

```
7
Properties=species:S:1:pos:R:3
S -0.91 1.00 -2.18
C -1.01 0.24 -0.83
C -1.00 -0.27 0.41
N 0.18 -0.41 0.94
N 1.46 0.43 0.07
Cl 2.93 -0.02 0.73
H -1.64 -0.97 0.87
```

Values from the calculation:
LUMO (alpha / beta) = -0.97 / -1.00 eV
Frontier orbital gap (alpha / beta) = 7.113 / 8.819 eV
SMILES = S=C=C/N=N/Cl
Relative energy (zero: lowest compared OMol25 entry of this formula, charge and spin) = 119.49 kcal/mol
HOMO energy (alpha / beta) = -8.083 / -9.820 eV



(8)
Entry from the OMol25 dataset: a single C5H6N2O molecule at a distorted geometry (ωB97M-V/def2-TZVPD).

```
14
Properties=species:S:1:pos:R:3
C -1.66 -1.59 -0.35
C -0.75 -0.57 0.19
C -1.35 0.69 0.21
N -2.20 1.51 -0.01
N 0.51 -0.79 0.65
C 1.69 0.00 0.16
C 1.22 1.49 0.01
O 2.79 -0.39 -0.30
H -1.33 -2.59 -0.39
H -2.78 -1.09 -0.53
H 0.69 -1.84 0.86
H 0.56 1.61 0.78
H 2.13 2.16 -0.35
H 0.49 1.39 -0.93
```

Values from the calculation:
LUMO = -0.28 eV
Frontier orbital gap = 9.043 eV
SMILES = C=C(C#N)NC(C)=O
Relative energy (zero: lowest compared OMol25 entry of this formula, charge and spin) = 70.79 kcal/mol
HOMO energy = -9.324 eV